Entry 1:
Below is a 22-piece molecular cluster, C44H132O22 overall, with properties calculated with ωB97M-V with the def2-TZVPD basis set.

Cartesian coordinates (Å):
C  -4.95455  5.28701  -1.49678
C  -4.05634  6.26647  -2.24610
O  -3.47957  5.66867  -3.40002
H  -4.26826  4.51538  -1.14796
H  -5.78143  4.80662  -2.01985
H  -5.29877  5.76351  -0.57887
H  -3.25298  6.65355  -1.61931
H  -4.64039  7.12403  -2.58013
H  -3.08103  6.32735  -3.97354
C  -6.03174  0.31450  -4.22620
C  -4.53679  0.66689  -3.96190
O  -4.35615  0.78162  -2.58080
H  -6.67542  0.95892  -3.62746
H  -6.30350  -0.71107  -3.97628
H  -6.23564  0.38756  -5.29447
H  -4.17163  1.55498  -4.47771
H  -3.83326  -0.11306  -4.25313
H  -5.07197  1.28804  -2.18996
C  3.66606  4.09204  2.16222
C  3.43597  2.82136  2.90760
O  4.70941  2.30230  3.24888
H  2.77491  4.43872  1.63901
H  4.37915  4.02193  1.34084
H  3.96741  4.93594  2.78280
H  2.93427  2.08128  2.28416
H  2.92350  2.98081  3.85631
H  4.67442  1.38414  3.52703
C  1.04133  -4.71366  4.17537
C  0.82870  -6.18579  4.61354
O  1.86197  -7.02817  4.01092
H  0.33658  -4.11787  4.75543
H  0.99845  -4.46561  3.11483
H  2.03783  -4.34100  4.41251
H  -0.16364  -6.43485  4.23762
H  0.79833  -6.19738  5.70306
H  1.82178  -7.06954  3.05266
C  2.09767  -0.82026  4.14785
C  3.40617  -0.78691  5.00242
O  4.42018  -0.36885  4.16631
H  1.25933  -1.05920  4.80220
H  2.05056  -1.53033  3.32222
H  1.93293  0.18411  3.75770
H  3.62561  -1.80598  5.32090
H  3.30391  -0.19381  5.91120
H  4.54620  -1.12982  3.59478
C  -5.80701  -3.49681  -0.72179
C  -5.46731  -2.12271  -1.27612
O  -4.63258  -2.24717  -2.35527
H  -6.37289  -4.13581  -1.39971
H  -6.50119  -3.41577  0.11465
H  -4.98173  -4.16539  -0.47679
H  -5.00421  -1.53234  -0.48547
H  -6.37017  -1.57289  -1.54185
H  -4.46888  -1.32600  -2.57032
C  4.84770  1.04591  -0.22865
C  6.27578  1.04680  0.24984
O  6.44642  2.22075  1.02461
H  4.54384  1.96106  -0.73685
H  4.15100  0.83443  0.58251
H  4.76596  0.31655  -1.03454
H  6.99732  0.96918  -0.56346
H  6.41202  0.14062  0.84008
H  5.78984  2.30630  1.71973
C  -0.65751  -1.62182  -4.76767
C  0.16110  -2.90922  -5.05394
O  0.73197  -3.41392  -3.89043
H  -0.03034  -0.73822  -4.64932
H  -1.28687  -1.68884  -3.88025
H  -1.28750  -1.48388  -5.64642
H  0.93840  -2.66650  -5.77851
H  -0.39835  -3.72017  -5.52030
H  1.26004  -4.20146  -4.04047
C  -0.74810  6.37124  0.90858
C  -0.70555  4.96277  0.27529
O  0.38200  4.23486  0.76154
H  -0.75936  6.39548  1.99825
H  -1.64410  6.95236  0.69045
H  0.04922  7.00185  0.51526
H  -0.67683  5.04696  -0.81108
H  -1.63861  4.41812  0.41974
H  0.37447  3.36163  0.36278
C  0.37260  -0.67931  0.42325
C  0.09530  0.72832  0.88320
O  0.33678  1.67932  -0.17000
H  0.27417  -1.40784  1.22801
H  1.35825  -0.79720  -0.02697
H  -0.40574  -0.87035  -0.31552
H  0.69133  1.05231  1.73636
H  -0.95686  0.79922  1.15891
H  -0.39345  1.53870  -0.77711
C  5.67529  -3.09729  -2.31873
C  4.29679  -3.70778  -2.21670
O  4.50567  -5.09233  -2.36994
H  6.13667  -3.27817  -3.28955
H  6.34241  -3.43202  -1.52437
H  5.60638  -2.01238  -2.23923
H  3.72761  -3.32601  -3.06428
H  3.81198  -3.53509  -1.25586
H  3.86212  -5.28471  -3.05583
C  -3.57295  -3.97736  -5.07523
C  -2.91624  -4.59243  -3.81308
O  -3.91734  -4.78699  -2.84966
H  -4.10097  -3.05614  -4.82894
H  -4.23531  -4.70465  -5.54472
H  -2.80883  -3.69065  -5.79773
H  -2.08939  -3.96344  -3.48325
H  -2.53656  -5.59222  -4.02373
H  -4.20458  -3.91696  -2.56302
C  -1.08342  -5.15207  0.28559
C  -0.42742  -4.93410  -1.06138
O  -0.13880  -3.52051  -1.23174
H  -0.50069  -4.73534  1.10709
H  -1.14655  -6.19689  0.58970
H  -2.05096  -4.65332  0.34247
H  -1.10543  -5.25164  -1.85357
H  0.46463  -5.53947  -1.22225
H  0.25850  -3.29541  -2.07618
C  -0.07322  2.38298  -3.60467
C  -1.48743  2.56031  -3.06093
O  -1.70515  1.49645  -2.15441
H  0.69904  2.58970  -2.86373
H  0.08482  3.14255  -4.37030
H  0.05715  1.40642  -4.07093
H  -2.29334  2.52185  -3.79382
H  -1.56060  3.51034  -2.53158
H  -2.64064  1.28614  -2.20183
C  -3.48192  5.71009  4.16804
C  -3.65913  5.78171  2.63705
O  -5.00330  5.45063  2.39542
H  -4.36625  6.12603  4.65080
H  -2.62043  6.28950  4.50003
H  -3.35986  4.68435  4.51598
H  -3.06413  5.07693  2.05622
H  -3.46524  6.78117  2.24772
H  -5.52677  5.92473  3.04566
C  3.90956  -2.02873  1.17307
C  5.24727  -2.66552  1.57243
O  5.30253  -2.78858  2.97765
H  3.79325  -1.03776  1.61189
H  3.07035  -2.64465  1.49626
H  3.78795  -1.89293  0.09842
H  6.06879  -2.01268  1.27748
H  5.46326  -3.61670  1.08591
H  6.13652  -3.23936  3.12885
C  -2.69681  -1.59541  2.72680
C  -1.51898  -1.69177  3.66020
O  -1.42165  -0.59272  4.40317
H  -3.60504  -1.69478  3.32122
H  -2.62474  -2.46764  2.07708
H  -2.72497  -0.80436  1.97742
H  -0.58157  -1.88815  3.13983
H  -1.59814  -2.52264  4.36125
H  -2.29353  -0.44925  4.77846
C  -0.61276  3.16603  5.33133
C  -0.60560  3.22125  3.78973
O  0.21772  4.35358  3.49535
H  -1.08560  4.06881  5.71799
H  0.40398  3.12050  5.72155
H  -1.11422  2.27584  5.71109
H  -1.55647  3.48495  3.32667
H  -0.23761  2.31143  3.31550
H  0.26764  4.43726  2.54031
C  2.57525  5.88459  -1.69985
C  3.12547  4.49974  -1.98606
O  3.48838  4.39934  -3.36642
H  1.79819  6.18911  -2.40094
H  3.32935  6.65237  -1.87293
H  2.23609  6.00523  -0.67100
H  2.49435  3.66872  -1.67112
H  4.04618  4.39194  -1.41269
H  3.95640  3.56849  -3.47711
C  2.25966  -0.57466  -2.83754
C  2.69590  -0.13354  -4.21251
O  4.09181  -0.38385  -4.27319
H  1.19879  -0.34961  -2.72792
H  2.86163  -0.16974  -2.02404
H  2.39452  -1.64887  -2.71111
H  2.52416  0.93819  -4.31249
H  2.21006  -0.68624  -5.01661
H  4.36414  -0.36533  -5.19357
C  -4.20977  1.82099  2.76334
C  -4.36379  2.21317  1.29060
O  -5.48955  3.02228  1.15203
H  -4.07429  2.63954  3.47024
H  -3.33153  1.18339  2.86473
H  -5.05713  1.23090  3.11244
H  -4.41264  1.33077  0.65257
H  -3.45295  2.71498  0.96403
H  -5.29084  3.80259  1.67473
C  3.02419  -5.54851  0.94332
C  2.83007  -7.04116  0.63501
O  1.66046  -7.42855  1.30063
H  2.09962  -5.02528  0.69941
H  3.84493  -5.14158  0.35263
H  3.15118  -5.35578  2.00861
H  3.66075  -7.63330  1.01899
H  2.74628  -7.22414  -0.43625
H  1.53744  -8.35435  1.07840

Atoms 1-3, force components in eV/Å:
1.427 -0.039 0.510
-0.751 0.544 -0.746
-0.014 -0.858 -0.118

Results
**2S+1**: 1
**DFT total energy**: -3410.63420 Ha
**Highest occupied orbital energy**: -9.2 eV
**Relative energy (zero: lowest compared OMol25 entry of this formula, charge and spin)**: 0.1195 eV


Entry 2:
Below is C44H24Cl4IrN4S4Sb as an isolated structure, with properties calculated with ωB97M-V with the def2-TZVPD basis set.

Cartesian coordinates (Å):
Ir  0.36680  1.06526  -0.64708
Cl  9.35253  -0.17429  -1.17495
C  7.63187  -0.19355  -0.84106
C  6.93174  -1.38049  -0.91706
C  5.57207  -1.39419  -0.64485
C  4.87293  -0.23786  -0.27732
C  5.61824  0.95262  -0.27133
C  6.97653  0.98287  -0.53348
C  3.41126  -0.14620  -0.03352
C  2.96522  0.92807  0.77521
C  3.67784  1.46139  1.93198
C  2.82729  2.25671  2.61049
C  1.58065  2.31622  1.87060
C  0.43780  3.00610  2.18811
C  0.35840  3.70907  3.49540
C  1.26956  4.69583  3.86453
C  1.19139  5.32198  5.10078
C  0.18279  4.95972  5.97431
Cl  0.08338  5.73148  7.54145
C  -0.75711  4.00555  5.62603
C  -0.66674  3.39136  4.38629
C  -0.70452  3.13420  1.33354
N  -0.67950  2.62790  0.07062
C  -1.66532  3.14924  -0.67118
C  -1.56387  2.74116  -2.13397
C  -2.13685  3.67115  -3.17928
C  -1.94160  3.32626  -4.51682
C  -2.42065  4.12006  -5.54454
C  -3.12142  5.27027  -5.23013
Cl  -3.76311  6.27558  -6.51672
C  -3.32071  5.64950  -3.91728
C  -2.81683  4.85001  -2.89765
C  -1.97905  1.31136  -2.33314
C  -3.02895  0.65465  -2.98208
C  -2.81992  -0.70952  -2.77680
C  -1.62489  -0.85548  -2.03334
N  -1.16702  0.40905  -1.77154
C  -0.85405  -1.98332  -1.60903
C  0.45613  -1.89152  -1.17706
C  1.39397  -2.97813  -1.12086
C  2.60505  -2.48226  -0.78713
C  2.46005  -1.05922  -0.55546
N  1.16176  -0.73429  -0.81526
C  -1.47347  -3.33778  -1.58557
C  -2.29697  -3.81831  -2.60634
C  -2.93395  -5.04485  -2.51391
C  -2.74041  -5.82483  -1.38774
Cl  -3.56568  -7.36137  -1.24832
C  -1.90749  -5.40168  -0.37019
C  -1.28792  -4.16438  -0.47425
C  -2.44649  3.97313  0.16201
C  -1.82930  3.97720  1.41785
N  1.73630  1.47374  0.75631
H  7.43978  -2.29278  -1.20008
H  5.06655  -2.33642  -0.74357
H  5.11143  1.89375  -0.11663
H  7.51071  1.92337  -0.54067
H  4.67481  1.17393  2.22554
H  3.02392  2.75144  3.54820
H  2.03558  4.99562  3.16067
H  1.89698  6.09378  5.37702
H  -1.54748  3.74471  6.31701
H  -1.39532  2.64326  4.10036
H  -1.37475  2.44097  -4.77937
H  -2.22729  3.84550  -6.57268
H  -3.85219  6.56390  -3.68947
H  -2.94451  5.17895  -1.87972
H  -3.82652  1.11574  -3.54300
H  -3.43503  -1.48483  -3.19573
H  1.17086  -4.00267  -1.37174
H  3.48363  -3.07663  -0.62360
H  -2.39785  -3.25322  -3.51873
H  -3.56485  -5.39891  -3.31800
H  -1.74991  -6.02475  0.49999
H  -0.67413  -3.81486  0.34456
H  -3.34785  4.50672  -0.08809
H  -2.13412  4.55373  2.27804
S  3.52208  2.03389  -3.18167
Sb  1.72160  1.32884  -4.35816
S  1.26893  -0.87538  -4.40340
S  0.35873  2.63920  -2.29947
S  1.00557  2.53558  -6.14574

Atoms 1-3, force components in eV/Å:
0.029 0.239 0.387
-0.043 -0.002 0.007
0.060 -0.022 -0.011

Results
**2S+1**: 1
**DFT total energy**: -5688.47012 Ha
**Highest occupied orbital energy**: -1.9 eV
**Net charge**: -2


no.,F_max (hartree/bohr)
1,0.081
2,0.009